Record 1
{
  "formula": "C21H15Br2Cl33N2O3",
  "method": "ωB97M-V with the def2-TZVPD basis set",
  "multiplicity": 1,
  "smiles": "CC[C@H](Br)[C@@](C#N)(CCCC(=O)O)[C@](Cl)(C#N)CC(=O)Br.ClC(Cl)(Cl)Cl.ClC(Cl)(Cl)Cl.ClC(Cl)(Cl)Cl.ClC(Cl)(Cl)Cl.ClC(Cl)(Cl)Cl.ClC(Cl)(Cl)Cl.ClC(Cl)(Cl)Cl.ClC(Cl)(Cl)Cl",
  "lumo_energy_ev": -0.14,
  "fmax_ha_per_bohr": 0.048,
  "e_homo_ev": -10.4,
  "total_energy_ha": -21478.661048,
  "elements": ["Br", "Br", "Cl", "Cl", "Cl", "Cl", "Cl", "Cl", "Cl", "Cl", "Cl", "Cl", "Cl", "Cl", "Cl", "Cl", "Cl", "Cl", "Cl", "Cl", "Cl", "Cl", "Cl", "Cl", "Cl", "Cl", "Cl", "Cl", "Cl", "Cl", "Cl", "Cl", "Cl", "Cl", "Cl", "O", "O", "O", "N", "N", "C", "C", "C", "C", "C", "C", "C", "C", "C", "C", "C", "C", "C", "C", "C", "C", "C", "C", "C", "C", "C", "H", "H", "H", "H", "H", "H", "H", "H", "H", "H", "H", "H", "H", "H", "H"],
  "positions_angstrom": [[3.80476, 1.43819, -2.72282], [0.15736, 2.96890, -3.73532], [-0.28837, 1.13448, 7.62350], [-3.57168, -3.42450, 6.01104], [-0.29954, -3.28949, 3.60656], [2.86262, -5.32009, -0.33772], [-3.98313, -2.86871, -3.64603], [-2.90127, 1.12651, 6.41122], [2.22542, -5.26141, -6.80770], [1.80206, -4.95509, -3.96774], [2.03005, 1.88342, 5.81869], [-6.51061, -3.76374, -2.58294], [-5.86264, -2.26751, 7.33150], [5.11974, -3.92571, -1.47350], [1.56076, -1.11329, 3.95159], [3.01908, -2.43904, -0.14008], [4.41306, 0.41123, 5.13551], [-2.51628, 2.36438, 8.99204], [-1.41332, 3.58915, 6.62304], [-5.84545, -4.28180, -5.34002], [8.59511, 0.58594, 2.37301], [1.48270, -2.69146, -5.73248], [7.22452, 2.77332, 1.08347], [-1.27994, -0.62055, 4.11629], [9.30254, 3.30877, 3.01404], [4.63142, 3.09242, 6.18946], [-0.15396, -2.15156, -2.20950], [-4.73146, -0.98887, 5.00753], [3.58213, 2.67220, 3.52334], [4.82265, -4.09006, 1.39084], [-0.05151, -1.23931, 1.58065], [6.76557, 2.23308, 3.87629], [4.11157, -3.77003, -5.21848], [-6.41481, -1.58680, -4.47557], [-6.15698, -3.47879, 4.72863], [-5.70570, 0.96254, -1.00752], [3.62567, -1.28968, -3.00015], [-4.13297, 2.56165, -0.97291], [-2.05353, 0.55138, 0.04993], [2.01085, -0.07082, -0.01743], [-1.78378, 2.05371, 7.41722], [1.30019, -0.48835, -0.82093], [-0.32875, 2.96408, -0.94345], [-5.08300, -2.54314, 5.77070], [7.97204, 2.22528, 2.58956], [0.17544, 2.00066, -2.02194], [-4.06716, 0.77724, -2.70300], [-1.55924, 0.44830, -3.27687], [3.95954, -3.94261, -0.14519], [2.98027, -0.30206, -3.02081], [0.54666, -0.48356, -2.10531], [-0.02102, -1.56667, 3.31381], [-4.72021, 1.43539, -1.49604], [-2.75843, 1.43881, -3.17276], [-1.41441, 0.41868, -0.89467], [2.41212, -4.17732, -5.42704], [-5.69430, -3.13119, -4.01057], [3.66399, 2.01705, 5.16589], [1.48939, -0.30572, -3.32691], [-0.57960, 0.62663, -2.10080], [0.56057, 4.21190, -0.83179], [0.42522, 4.90230, -1.65921], [-3.92224, -0.25801, -2.39124], [1.23211, 1.85716, -1.80909], [-1.98049, -0.55709, -3.24013], [-2.91536, 1.81055, -4.18466], [1.26258, 0.60010, -3.88724], [-2.47930, 2.26200, -2.52719], [-1.36051, 3.27282, -1.11428], [0.29040, 4.74533, 0.08175], [1.34909, -1.14962, -4.00416], [-3.77368, 2.30034, -0.11133], [-0.27439, 2.47942, 0.03311], [-4.81215, 0.73641, -3.49594], [-1.06324, 0.50943, -4.24334], [1.60269, 3.91116, -0.70697]]
}

---

Record 2
{
  "formula": "C23H46B2O12",
  "method": "ωB97M-V with the def2-TZVPD basis set",
  "multiplicity": 1,
  "smiles": "C=CC(=O)OCCCCCCBB(O)CC.CCOC(=O)OC.CCOC(=O)OC.CCOC(=O)OC",
  "lumo_energy_ev": 0.17,
  "fmax_ha_per_bohr": 0.015,
  "e_homo_ev": -9.3,
  "total_energy_ha": -1856.563055,
  "elements": ["O", "O", "O", "O", "O", "O", "O", "O", "O", "O", "O", "O", "C", "C", "C", "C", "C", "C", "C", "C", "C", "C", "C", "C", "C", "C", "C", "C", "C", "C", "C", "C", "C", "C", "C", "B", "B", "H", "H", "H", "H", "H", "H", "H", "H", "H", "H", "H", "H", "H", "H", "H", "H", "H", "H", "H", "H", "H", "H", "H", "H", "H", "H", "H", "H", "H", "H", "H", "H", "H", "H", "H", "H", "H", "H", "H", "H", "H", "H", "H", "H", "H", "H"],
  "positions_angstrom": [[-3.28131, -4.21343, -0.05550], [2.74526, 1.59928, 3.09533], [1.82634, -3.80621, 0.03050], [1.17691, -4.01778, -2.11030], [-5.31115, -4.82129, 0.72196], [7.02699, -1.11725, -3.68067], [-4.96071, -2.92224, -0.45564], [-3.82240, 8.96990, 4.42698], [1.26518, 2.73543, 1.82617], [1.65229, 3.22278, 4.00039], [-4.11538, 7.17017, 5.76507], [-3.82633, 6.84996, 3.65240], [7.09797, -4.22532, -4.19394], [2.01029, -1.48275, -4.17649], [-3.66357, 7.36668, 2.32820], [2.46634, -4.55307, -2.46468], [1.82778, 2.53876, 2.87268], [0.09832, -2.38933, -0.74602], [-0.74352, 3.70832, 4.04659], [1.67024, -3.97825, -4.90194], [2.17709, -2.57453, -5.25741], [1.12533, -3.46148, -0.88557], [0.46463, -1.12125, -0.55148], [-4.26605, 8.03999, 6.89994], [-6.35152, -2.58392, -0.32125], [-2.72452, -5.37075, 0.57692], [-5.65193, 8.64267, 6.96669], [2.53557, -4.83437, -3.96809], [3.28645, -0.68006, -3.83066], [-6.65842, -1.99532, 1.03813], [3.00530, 0.75489, 1.97150], [6.19444, -3.16538, -4.87077], [-4.59248, -4.05857, 0.13246], [-3.91722, 7.78345, 4.60051], [0.66035, 4.26111, 3.94194], [5.92012, -1.92243, -3.94123], [4.44780, -1.54361, -3.21375], [-5.76415, 9.21933, 7.88476], [6.64098, -2.84062, -5.81693], [-3.46414, 6.50724, 1.69516], [-0.98353, 3.08566, 3.18568], [1.55656, -1.88177, -3.26851], [0.64896, -3.93038, -4.51688], [-1.69674, -5.44153, 0.23227], [-0.84652, 3.09749, 4.94409], [1.46672, -0.77938, -0.79323], [1.60213, -2.25590, -6.13280], [3.58766, -4.78833, -4.26286], [2.61308, -5.48606, -1.91413], [7.49643, -4.90427, -4.95149], [2.99490, 0.05956, -3.07151], [6.80882, -0.18110, -3.63459], [7.93038, -3.76420, -3.66224], [-6.96116, -3.46363, -0.52443], [4.28688, -1.96016, -2.09528], [-6.40856, 7.85751, 6.95190], [-4.57632, 7.86172, 2.00104], [-5.83046, 9.30442, 6.12047], [3.25277, 1.34401, 1.09080], [-0.94671, -2.67340, -0.83885], [-4.08172, 7.40222, 7.76210], [-3.26672, -6.27158, 0.29982], [1.29162, -0.75018, -4.55757], [-6.01039, -1.14116, 1.23740], [0.79518, 4.84297, 3.03059], [1.60726, -4.53520, -5.84358], [2.14185, 0.12400, 1.76553], [5.25218, -3.65748, -5.13452], [3.24682, -3.87345, -2.11883], [-6.50397, -2.73143, 1.82560], [3.85182, 0.13254, 2.24473], [6.50932, -4.83510, -3.50385], [2.22665, -5.87467, -4.11089], [0.88347, 4.90510, 4.79031], [-6.53462, -1.85387, -1.10716], [-0.23537, -0.40343, -0.13961], [-2.73533, -5.24949, 1.65869], [3.62848, -0.13444, -4.71595], [-2.82932, 8.06285, 2.28291], [-3.49501, 8.80923, 6.87377], [-7.69595, -1.66337, 1.07539], [-1.46606, 4.52391, 4.09450], [3.21736, -2.61901, -5.60078]]
}

---

Record 3
{
  "formula": "C2H10N2S2",
  "method": "ωB97M-V with the def2-TZVPD basis set",
  "multiplicity": 1,
  "smiles": "CSS.NCN",
  "lumo_energy_ev": 0.63,
  "fmax_ha_per_bohr": 0.014,
  "relative_energy_kcal_mol": 6.18,
  "e_homo_ev": -9.0,
  "total_energy_ha": -988.065069,
  "elements": ["S", "S", "N", "N", "C", "C", "H", "H", "H", "H", "H", "H", "H", "H", "H", "H"],
  "positions_angstrom": [[2.91124, -0.12116, -0.99454], [2.41688, -1.23728, 0.64341], [-2.51314, -1.03025, 0.49504], [-0.80223, 0.67799, 0.83159], [1.94548, 1.38858, -0.86312], [-1.20635, -0.48200, 0.08504], [2.57310, 2.19959, -1.20927], [-1.57632, 1.31931, 0.94068], [-3.26237, -0.49964, 0.06852], [1.51746, -2.07869, 0.10605], [1.71008, 1.56847, 0.18311], [-0.47014, -1.27572, 0.22671], [-2.59949, -1.98828, 0.17210], [-1.22709, -0.27118, -0.98722], [1.03131, 1.38660, -1.44552], [-0.44841, 0.44367, 1.74742]]
}

---

Record 4
{
  "formula": "C6H24N12O6",
  "method": "ωB97M-V with the def2-TZVPD basis set",
  "multiplicity": 1,
  "smiles": "NC(N)=O.NC(N)=O.NC(N)=O.NC(N)=O.NC(N)=O.NC(N)=O",
  "lumo_energy_ev": 0.21,
  "fmax_ha_per_bohr": 0.154,
  "relative_energy_kcal_mol": 109.47,
  "e_homo_ev": -9.1,
  "total_energy_ha": -1351.641127,
  "elements": ["O", "O", "O", "O", "O", "O", "N", "N", "N", "N", "N", "N", "N", "N", "N", "N", "N", "N", "C", "C", "C", "C", "C", "C", "H", "H", "H", "H", "H", "H", "H", "H", "H", "H", "H", "H", "H", "H", "H", "H", "H", "H", "H", "H", "H", "H", "H", "H"],
  "positions_angstrom": [[-4.63795, -2.13241, -1.26313], [4.40959, -1.79065, -0.35802], [-0.75393, -2.97428, 4.31594], [5.25684, 2.85537, 3.30851], [0.86697, 3.24117, -5.17344], [0.41779, 2.07008, -0.01645], [-1.17218, 0.63902, 0.79755], [3.24172, 3.58309, 4.09674], [0.72719, 3.55783, -7.41971], [-1.41044, 1.43168, -1.21946], [-2.85731, -3.80891, 4.55666], [4.58023, 2.37375, 5.34674], [-0.21066, 4.98268, -5.95205], [3.61874, -1.82326, 1.65206], [-1.18009, -5.06734, 4.27205], [-4.15064, -2.50597, -3.46929], [2.33063, -2.47221, 0.03952], [-5.04564, -0.73779, -2.91677], [-1.54471, -3.84616, 4.33352], [-0.63620, 1.41733, -0.18029], [-4.52399, -1.82347, -2.42742], [4.34191, 2.84076, 4.15686], [0.47547, 3.86537, -6.12500], [3.54604, -2.07965, 0.42228], [2.89996, -2.08424, 2.31186], [-3.27357, -2.89843, 4.69038], [2.56763, 3.18080, 4.73225], [3.91334, 2.24919, 6.09497], [-2.25542, 0.87884, -1.24125], [1.17383, 2.67134, -7.60604], [4.35220, -1.25114, 2.04553], [-0.18917, -5.26270, 4.26789], [-1.00125, 1.87365, -2.03022], [-3.77939, -3.40588, -3.20016], [-0.43676, 5.32633, -5.02961], [-5.49295, -0.16034, -2.21923], [1.75201, -2.99621, 0.68040], [-3.24987, -4.73549, 4.64289], [-4.69098, -0.37282, -3.78919], [2.16202, -2.49119, -0.95612], [-0.68723, 5.41502, -6.73055], [-0.60008, 0.42191, 1.60108], [-1.96690, 0.05421, 0.58193], [-3.98487, -2.14673, -4.39858], [-1.85998, -5.80718, 4.37444], [0.58417, 4.25260, -8.13870], [5.39950, 1.78629, 5.40818], [2.97432, 3.70620, 3.13059]]
}